No. 1
Here is one molecule with the formula C4H6OS in a non-equilibrium geometry from the Open Molecules 2025 dataset. Energies are from ωB97M-V/def2-TZVPD.

Each line ends with the natural charge from an NBO analysis.
Geometry (Å):
C -0.981 0.491 0.860  -0.6138
C 0.447 0.574 0.217  0.5498
C 1.432 -0.605 0.393  -0.3438
C 2.576 -0.778 -0.129  -0.2747
H -0.977 -0.610 -1.682  0.1871
H -1.249 1.535 0.852  0.2366
H -1.095 0.279 1.868  0.2391
H 1.287 -1.457 1.023  0.2209
H 3.131 0.056 -0.717  0.1902
H 3.222 -1.593 -0.229  0.2048
O 0.730 1.603 -0.539  -0.5439
S -1.938 -0.570 -0.303  -0.0524

Computed properties:
- SMILES: C=CC(=O)CS
- LUMO energy: -0.1671 eV
- ΔE to the lowest compared entry with this formula, charge and spin: 346.8 kJ/mol

***

No. 2
Here is C52H32Cl4IN11O3S3W as an isolated structure in a non-equilibrium geometry from the Open Molecules 2025 dataset. Energies are from ωB97M-V/def2-TZVPD.

Each line ends with the Mulliken spin population.
Geometry (Å):
W 0.881 1.919 -0.572  0.0233
C -4.574 2.702 0.486  -0.0005
N -3.115 2.779 0.667  -0.0015
C -2.204 2.172 -0.057  0.0048
N -0.982 2.451 0.427  -0.0026
C -1.260 3.269 1.497  0.0003
N -2.534 3.476 1.661  0.0001
C -5.139 1.485 1.168  0.0003
C -6.126 1.610 2.135  -0.0004
C -6.610 0.480 2.785  0.0000
C -6.074 -0.767 2.516  -0.0003
C -5.082 -0.893 1.544  -0.0004
C -4.648 0.226 0.848  0.0044
C -4.485 -2.203 1.289  0.0004
N -4.678 -3.302 1.921  0.0000
N -3.850 -4.251 1.326  0.0003
C -3.231 -3.647 0.379  0.0002
O -3.565 -2.328 0.288  -0.0012
C -2.238 -4.185 -0.550  -0.0039
C -1.776 -5.489 -0.402  0.0000
C -0.810 -5.971 -1.272  0.0013
C -0.292 -5.160 -2.272  0.0071
C -0.767 -3.861 -2.431  0.0273
C -0.197 -3.004 -3.552  -0.0252
N -0.539 -1.600 -3.336  0.3562
C -0.183 -0.860 -2.178  0.0548
N -1.111 0.229 -2.191  0.1686
C -1.834 0.080 -3.348  0.1175
N -1.539 -1.028 -4.000  0.0731
C -1.751 -3.384 -1.578  0.0180
H -4.735 2.688 -0.594  0.0001
H -4.989 3.627 0.882  0.0000
H -2.413 1.570 -0.921  -0.0239
H -0.527 3.714 2.143  0.0005
H -6.525 2.586 2.380  0.0001
H -7.393 0.579 3.524  0.0000
H -6.418 -1.647 3.040  0.0000
H -3.900 0.102 0.073  -0.0027
H -2.175 -6.111 0.387  0.0000
H -0.452 -6.985 -1.166  0.0003
H 0.473 -5.547 -2.934  -0.0003
H -0.599 -3.267 -4.530  0.0041
H 0.892 -3.080 -3.581  0.0078
H 0.004 -1.454 -1.289  0.0090
H -2.549 0.801 -3.708  -0.0203
H -2.182 -2.399 -1.696  -0.0051
S -2.863 0.684 3.917  -0.0001
C -3.902 0.013 5.090  0.0007
C -3.780 -1.343 5.166  -0.0007
C -2.813 -1.849 4.268  0.0016
C -2.232 -0.865 3.510  0.0019
C -1.115 -1.002 2.586  -0.0006
C -0.961 -0.132 1.490  0.0025
N 0.103 -0.092 0.690  0.0043
C 1.112 -0.963 0.970  0.0071
C 0.992 -1.959 1.956  0.0004
C 2.039 -2.921 2.144  0.0009
C 3.132 -2.902 1.360  0.0030
C 3.284 -1.894 0.350  -0.0001
C 4.364 -1.921 -0.534  0.0008
C 4.450 -0.976 -1.537  -0.0032
C 3.489 0.050 -1.524  0.0081
N 2.466 0.136 -0.677  0.0026
C 2.315 -0.885 0.212  -0.0106
C 5.497 -0.964 -2.552  -0.0014
C 5.510 -0.261 -3.732  0.0002
C 6.673 -0.499 -4.498  0.0003
C 7.519 -1.380 -3.886  -0.0001
S 6.916 -1.923 -2.390  0.0001
C -0.141 -1.958 2.769  -0.0055
H -4.551 0.654 5.662  0.0001
H -4.356 -1.956 5.841  0.0000
H -2.583 -2.900 4.174  0.0000
H -1.789 0.513 1.263  -0.0059
H 1.918 -3.666 2.919  -0.0002
H 3.913 -3.641 1.469  0.0001
H 5.103 -2.707 -0.439  0.0001
H 3.653 0.861 -2.209  -0.0004
H 4.709 0.388 -4.059  0.0007
H 6.877 -0.050 -5.456  0.0000
H 8.472 -1.736 -4.239  0.0000
H -0.212 -2.669 3.582  -0.0001
Cl 2.452 6.743 3.955  0.0001
C 2.221 5.258 3.168  0.0003
C 2.311 4.043 3.929  0.0009
Cl 2.630 4.128 5.594  0.0001
C 2.143 2.808 3.328  -0.0012
Cl 2.234 1.319 4.159  0.0000
C 1.867 2.806 1.956  0.0027
O 1.668 1.755 1.184  -0.0042
C 1.730 3.986 1.225  -0.0011
O 1.377 3.751 -0.028  -0.0009
C 1.938 5.243 1.811  0.0004
Cl 1.796 6.646 0.856  -0.0001
S 1.084 0.954 -3.872  0.0353
C 0.418 0.547 -2.300  0.1546
I -0.531 3.612 -2.319  0.0017
C 2.211 2.201 -3.380  -0.0006
C 3.015 2.738 -4.375  0.0101
C 4.024 3.613 -4.022  -0.0008
C 4.229 3.903 -2.678  0.0038
C 3.378 3.362 -1.744  0.0002
N 2.356 2.534 -2.074  -0.0001
H 2.850 2.459 -5.406  -0.0005
H 4.657 4.048 -4.784  0.0000
H 5.027 4.555 -2.356  0.0000
H 3.509 3.582 -0.696  0.0013

Computed properties:
- LUMO energy (alpha / beta): -9.9500 / -10.4241 eV
- Charge: +3
- ΔE to the lowest compared entry with this formula, charge and spin: 0.0 kJ/mol
- Multiplicity: 2
- ⟨S²⟩: 0.76

***

No. 3
Here is a 2-piece molecular cluster, C8H10N4 overall in a non-equilibrium geometry from the Open Molecules 2025 dataset. Energies are from ωB97M-V/def2-TZVPD.

Each line ends with the natural charge from an NBO analysis.
Geometry (Å):
C -1.527 1.940 0.503  -0.3626
C -1.610 1.646 -0.792  0.0329
C -0.492 -1.518 1.352  0.2399
C -1.073 -0.532 -0.557  0.5306
C 2.258 -0.376 -0.636  0.0415
C -1.079 0.918 1.480  -0.2338
C 1.903 0.333 -1.857  -0.7239
C 2.542 -0.845 0.439  -0.3349
N -1.476 0.401 -1.321  -0.6234
N -0.500 -2.424 0.374  -0.2930
N -0.837 -1.839 -0.785  -0.3544
N -0.907 -0.358 0.872  -0.3478
H -1.430 2.955 0.923  0.2139
H -1.959 2.475 -1.432  0.1945
H -0.009 1.098 1.773  0.1941
H -1.746 0.735 2.297  0.1958
H 1.447 -0.365 -2.608  0.2607
H 1.207 1.262 -1.765  0.2635
H 2.893 0.815 -2.278  0.2406
H 3.192 -1.170 1.254  0.2439
H -0.583 -3.365 0.471  0.4124
H -0.213 -1.789 2.293  0.2094

Computed properties:
- LUMO energy: 0.6080 eV
- ΔE to the lowest compared entry with this formula, charge and spin: 454.6 kJ/mol

***

No. 4
Here is C38H40N2OPPtSi as an isolated structure from the Open Molecules 2025 dataset. Energies are from ωB97M-V/def2-TZVPD.

Each line ends with the Löwdin charge.
Geometry (Å):
Pt -0.161 0.162 -0.300  0.9658
C -0.509 1.818 -1.432  -0.3286
Si -2.208 2.493 -1.086  0.6399
C -3.091 0.834 -0.849  -0.2033
N -2.246 -0.044 0.049  -0.2790
C -2.616 -1.468 -0.263  -0.1988
C -4.086 -1.784 -0.004  -0.1580
C -4.557 -1.243 1.360  -0.1704
C -3.349 -0.842 2.198  -0.1720
C -2.569 0.266 1.507  -0.1567
C -2.337 3.467 0.507  -0.2658
C -1.212 3.795 1.261  -0.0845
C -1.329 4.480 2.464  -0.0779
C -2.581 4.847 2.933  -0.0711
C -3.715 4.535 2.194  -0.0721
C -3.590 3.853 0.994  -0.1090
C -2.972 3.455 -2.492  -0.2422
C -3.216 2.835 -3.722  -0.1021
C -3.763 3.537 -4.784  -0.0819
C -4.070 4.883 -4.636  -0.0779
C -3.827 5.519 -3.428  -0.0751
C -3.283 4.809 -2.367  -0.0898
H 0.289 2.549 -1.266  0.0220
H -0.466 1.551 -2.494  0.0141
H -3.158 0.338 -1.821  0.0923
H -4.102 0.876 -0.444  0.0938
H -1.978 -2.116 0.329  0.0835
H -2.355 -1.625 -1.309  0.1200
H -4.174 -2.871 -0.037  0.1202
H -4.712 -1.410 -0.814  0.1082
H -5.166 -1.981 1.881  0.1135
H -5.194 -0.366 1.225  0.1117
H -2.709 -1.707 2.388  0.1113
H -3.655 -0.464 3.175  0.1241
H -1.634 0.482 2.025  0.0939
H -3.151 1.185 1.510  0.1043
H -0.228 3.506 0.910  0.0749
H -0.444 4.733 3.034  0.0896
H -2.675 5.382 3.869  0.1072
H -4.693 4.829 2.552  0.1078
H -4.487 3.626 0.425  0.1124
H -2.977 1.785 -3.861  0.0962
H -3.951 3.039 -5.725  0.1052
H -4.499 5.433 -5.462  0.1070
H -4.062 6.569 -3.312  0.1069
H -3.107 5.320 -1.427  0.0978
O 0.002 -2.676 1.224  -0.0148
N 0.310 -1.340 1.273  -0.1529
C 0.887 -0.882 2.311  -0.1073
C 1.333 0.519 2.280  -0.2433
C 1.005 1.367 3.336  -0.0186
C 1.337 2.707 3.271  -0.0704
C 1.988 3.203 2.147  -0.0673
C 2.338 2.357 1.110  -0.0899
C 2.046 0.990 1.158  -0.3579
P 2.828 -0.245 0.021  1.1056
C 2.082 0.111 -1.624  -0.4563
C 1.344 -0.932 -2.206  -0.1541
C 0.866 -0.824 -3.515  -0.0707
C 1.162 0.300 -4.256  -0.0621
C 1.919 1.337 -3.700  -0.0622
C 2.362 1.250 -2.401  -0.1156
C 4.512 0.461 -0.128  -0.3845
C 5.171 0.980 0.986  -0.1008
C 6.504 1.351 0.906  -0.0725
C 7.201 1.200 -0.284  -0.0756
C 6.560 0.667 -1.392  -0.0715
C 5.226 0.296 -1.313  -0.1004
H 0.438 -3.123 1.968  0.1172
H 1.066 -1.516 3.179  0.1534
H 0.474 0.977 4.195  0.1248
H 1.085 3.366 4.091  0.1127
H 2.244 4.253 2.091  0.1230
H 2.886 2.755 0.265  0.1140
H 1.216 -1.861 -1.659  0.0964
H 0.304 -1.640 -3.948  0.1128
H 0.823 0.379 -5.280  0.1153
H 2.158 2.205 -4.299  0.1182
H 2.962 2.050 -1.984  0.1133
H 4.649 1.100 1.927  0.1046
H 7.001 1.757 1.777  0.1081
H 8.241 1.492 -0.346  0.1076
H 7.098 0.537 -2.322  0.1088
H 4.744 -0.123 -2.189  0.1053

Computed properties:
- LUMO energy: -3.1226 eV
- Charge: +1